Formula: C5H7NO
Source: the Open Molecules 2025 dataset
Level of theory: wB97M-V/def2-TZVPD

Output
total charge: 0

Element x y z (Å)
C: -2.037 0.137 0.359
C: -0.697 0.417 -0.266
N: 0.250 -0.895 -0.056
C: 0.490 0.404 0.618
C: 1.698 0.656 -0.295
C: 1.206 -0.551 -1.103
O: 1.454 -1.119 -2.118
H: -2.554 1.100 0.435
H: -2.045 -0.331 1.362
H: -2.641 -0.483 -0.314
H: -0.049 -1.783 0.335
H: 0.533 0.419 1.708
H: 2.675 0.410 0.141
H: 1.717 1.619 -0.804

Atom charges from the natural (NBO) analysis, given in e for atoms 1 to 8: -0.68, -0.15, -0.53, -0.11, -0.50, 0.75, -0.51, 0.23

***

Formula: C21H21N3O5
Source: the Open Molecules 2025 dataset
Level of theory: wB97M-V/def2-TZVPD

Output
SMILES: COC(=O)[C@@H]1CCCCN1C(=O)c1cc(COc2cccc3cnccc23)on1
total charge: 0

Element x y z (Å)
C: -2.436 6.426 -0.499
O: -1.712 5.758 0.526
C: -0.945 4.737 0.134
O: -0.838 4.384 -1.010
C: -0.264 4.084 1.332
C: 0.543 5.094 2.156
C: 1.782 5.539 1.385
C: 2.608 4.313 1.008
C: 1.763 3.349 0.177
N: 0.573 2.977 0.912
C: 0.139 1.732 1.190
O: -0.903 1.525 1.796
C: 0.943 0.560 0.753
C: 0.372 -0.725 0.546
C: 1.442 -1.509 0.233
C: 1.566 -2.956 -0.100
O: 0.290 -3.427 -0.450
C: 0.147 -4.744 -0.773
C: 1.160 -5.670 -0.800
C: 0.899 -7.006 -1.149
C: -0.361 -7.420 -1.469
C: -1.425 -6.495 -1.452
C: -2.757 -6.844 -1.771
N: -3.755 -6.007 -1.763
C: -3.514 -4.730 -1.433
C: -2.273 -4.254 -1.102
C: -1.181 -5.144 -1.104
O: 2.561 -0.765 0.259
N: 2.241 0.508 0.584
H: -3.022 7.196 -0.004
H: -1.748 6.871 -1.221
H: -3.087 5.722 -1.022
H: -1.065 3.657 1.950
H: -0.096 5.944 2.397
H: 0.848 4.615 3.088
H: 2.373 6.223 1.995
H: 1.481 6.069 0.478
H: 3.486 4.605 0.430
H: 2.948 3.805 1.912
H: 2.335 2.452 -0.051
H: 1.456 3.834 -0.755
H: -0.659 -0.992 0.624
H: 1.958 -3.499 0.774
H: 2.279 -3.075 -0.930
H: 2.175 -5.396 -0.557
H: 1.723 -7.704 -1.158
H: -0.561 -8.447 -1.736
H: -2.992 -7.865 -2.044
H: -4.382 -4.084 -1.444
H: -2.115 -3.220 -0.844

Atom charges from the natural (NBO) analysis, given in e for atoms 1 to 8: -0.26, -0.51, 0.79, -0.60, -0.16, -0.40, -0.40, -0.40

***

Formula: C4H8N4
Source: the Open Molecules 2025 dataset
Level of theory: wB97M-V/def2-TZVPD

Output
SMILES: C1NN=C2NNC[C@H]12
total charge: 0

Element x y z (Å)
C: 1.346 0.812 -0.286
N: 2.171 -0.398 0.003
N: 1.338 -1.515 0.116
C: 0.166 -0.985 0.327
N: -1.097 -1.518 0.033
N: -2.083 -0.408 -0.298
C: -1.372 0.804 0.189
C: 0.109 0.524 0.536
H: 1.083 0.715 -1.364
H: 1.962 1.691 -0.003
H: 2.998 -0.468 -0.611
H: -1.493 -2.373 0.328
H: -2.044 -0.343 -1.357
H: -1.841 1.179 1.146
H: -1.536 1.657 -0.490
H: 0.292 0.624 1.731

Atom charges from the natural (NBO) analysis, given in e for atoms 1 to 8: -0.24, -0.48, -0.28, 0.34, -0.50, -0.42, -0.25, -0.31

***

Formula: C41H14BiBr2Cl5F4N10O3
Source: the Open Molecules 2025 dataset
Level of theory: wB97M-V/def2-TZVPD

Output
total charge: 0

Element x y z (Å)
Bi: -0.087 0.106 -0.132
Cl: 1.277 3.530 -6.176
C: 1.474 2.859 -4.623
C: 0.362 2.554 -3.856
C: 0.488 1.964 -2.599
N: -0.578 1.578 -1.825
C: -1.842 2.022 -2.022
O: -2.188 2.998 -2.664
C: -2.882 1.175 -1.343
C: -4.232 1.474 -1.501
C: -5.166 0.628 -0.926
C: -4.732 -0.499 -0.242
C: -3.367 -0.723 -0.139
N: -2.484 0.107 -0.663
C: 1.801 1.678 -2.104
C: 2.911 2.022 -2.884
C: 2.764 2.608 -4.124
Cl: 4.152 2.982 -5.055
N: 1.874 1.187 -0.836
C: 2.984 0.850 -0.155
O: 4.102 0.625 -0.603
C: 2.711 0.820 1.322
C: 3.766 0.889 2.228
C: 3.490 1.010 3.579
C: 2.164 1.022 3.988
C: 1.180 0.915 3.019
N: 1.444 0.830 1.727
H: -0.621 2.773 -4.238
H: -4.513 2.345 -2.074
H: -6.218 0.840 -1.018
H: -5.433 -1.185 0.203
H: -2.966 -1.588 0.372
H: 3.902 1.806 -2.518
H: 4.777 0.864 1.855
H: 4.288 1.106 4.299
H: 1.887 1.117 5.026
H: 0.138 0.906 3.296
Br: -2.715 -2.200 3.968
C: -2.784 -0.381 3.452
C: -3.638 0.498 4.093
C: -3.643 1.832 3.756
Br: -4.800 3.000 4.707
C: -2.781 2.330 2.760
C: -2.652 3.687 2.406
C: -1.768 4.059 1.427
C: -1.030 3.076 0.758
N: -1.133 1.807 1.070
C: -1.949 1.403 2.064
C: -1.916 0.010 2.422
O: -1.117 -0.801 1.858
H: -4.282 0.123 4.873
H: -3.249 4.424 2.922
H: -1.641 5.093 1.152
H: -0.354 3.333 -0.043
F: 1.967 -2.795 -1.497
C: 3.154 -2.240 -1.776
C: 4.230 -2.536 -0.995
F: 4.091 -3.396 0.024
C: 5.528 -2.002 -1.252
C: 5.650 -1.260 -2.466
C: 4.572 -0.976 -3.256
F: 4.749 -0.242 -4.359
C: 3.250 -1.388 -2.914
C: 2.114 -0.948 -3.606
C: 0.813 -1.158 -3.134
N: -0.264 -1.251 -2.736
C: 2.151 -0.240 -4.816
N: 2.103 0.350 -5.800
F: 6.848 -0.779 -2.806
C: 6.580 -2.174 -0.351
C: 6.376 -2.626 0.965
N: 6.256 -2.924 2.068
C: 7.928 -1.890 -0.636
N: 9.053 -1.744 -0.818
Cl: 1.090 -2.104 4.500
C: 2.397 -2.745 3.479
Cl: 2.416 -4.521 3.529
Cl: 3.973 -2.090 4.001
C: 2.174 -2.299 2.132
N: 2.014 -1.887 1.079

Atom charges from the Mulliken analysis, given in e for atoms 1 to 8: 1.27, -0.20, -0.12, -0.66, 0.09, 0.67, -0.37, -0.72

***

Formula: C8H8
Source: the Open Molecules 2025 dataset
Level of theory: wB97M-V/def2-TZVPD

Output
total charge: 0
multiplicity: 3
expectation value of S²: 2.009

Element x y z (Å)
C: -2.346 -0.591 0.089
C: -1.759 0.744 0.069
C: -1.424 -1.621 0.404
C: -1.076 -0.537 -0.947
C: -0.375 0.625 0.221
C: -0.252 -0.804 0.325
C: 0.603 1.661 0.004
C: 2.386 -1.516 -0.045
H: -3.414 -0.779 -0.145
H: -2.296 1.614 0.004
H: 0.803 2.237 0.912
H: 0.231 2.411 -0.603
H: 1.531 1.215 -0.052
H: 2.960 -0.646 0.004
H: 2.082 -1.785 -0.970
H: 2.348 -2.226 0.731

Atom charges from the Mulliken analysis, given in e for atoms 1 to 8: -0.22, -0.15, -0.48, -0.57, 0.51, 0.45, -1.39, -1.20

***

Formula: C4H8N2O
Source: the Open Molecules 2025 dataset
Level of theory: wB97M-V/def2-TZVPD

Output
SMILES: NC(=O)CN1CC1
total charge: 0

Element x y z (Å)
N: 1.654 -0.056 -1.337
C: 1.781 -0.571 -0.081
O: 2.754 -1.175 0.333
C: 0.552 -0.359 0.802
N: -0.397 0.518 0.153
C: -1.682 0.830 0.727
C: -1.577 -0.028 -0.480
H: 2.480 -0.012 -1.913
H: 0.925 0.630 -1.473
H: 0.149 -1.353 1.056
H: 0.909 0.102 1.728
H: -2.002 0.323 1.637
H: -1.955 1.877 0.643
H: -1.807 -1.084 -0.325
H: -1.783 0.360 -1.472

Atom charges from the natural (NBO) analysis, given in e for atoms 1 to 8: -0.83, 0.67, -0.62, -0.32, -0.44, -0.24, -0.25, 0.40

***

Energy above the lowest of the compared OMol25 structures with the same formula, charge and spin / kcal/mol: 98.09 66.94 81.30 0.00 106.94 39.20